7
Properties=species:S:1:pos:R:3 method="wB97M-V/def2-TZVPD" e_tot_ev=-8242.866 lumo_ev="-1.7 / -1.7" gap_ev="8.49 / 8.25" e_above_lowest_kj_mol=552.97
C 0.099 0.954 0.129
C -0.282 -0.495 0.381
O -0.062 1.760 0.964
O -0.137 -1.455 -0.461
O 0.330 -1.134 -1.605
H 0.680 1.017 -0.878
H -0.628 -0.648 1.471